[1]
82
Properties=species:S:1:pos:R:3:forces:R:3 method="wB97M-V/def2-TZVPD" orbital_gap_ev=7.42 max_force_ev_per_a=3.880 homo_energy_ha=-0.33408 lumo_energy_ev=-1.7 spin_multiplicity=1
H -0.386184 4.205729 1.845805 0.1859 -0.1451 -0.5237
H 0.573737 -2.064172 -7.734629 0.0109 -0.0140 0.0068
H -1.546389 2.345485 2.878000 0.1200 -0.3748 0.2532
H -0.634076 -0.181385 1.335110 0.2866 -0.2281 -0.2070
O 0.702259 0.397488 -3.865540 -0.5407 -2.4885 -1.2080
H -4.624457 4.284531 2.097428 0.4451 0.0056 -0.3361
O -3.388848 -5.816241 -1.126092 0.0317 -0.2168 -0.2540
C 2.091541 -3.450303 5.986329 0.0951 -0.3524 0.5097
C 1.948658 -2.756133 4.665145 -0.1888 0.4207 -0.3060
C -2.734309 1.643470 0.039827 0.1380 -0.1600 -0.0665
O 0.521853 2.109127 2.811689 -0.4634 -0.4596 -0.6649
C -2.683409 -5.068259 -1.776245 -0.0183 0.3723 0.4367
H -5.455863 1.964127 2.038961 0.3109 0.3429 -0.1002
H -0.089404 0.712991 -4.341342 0.0561 0.2379 0.0636
C 1.244494 -1.478558 4.631497 0.0997 -0.0851 -0.1131
O -2.599927 -6.725977 -3.523282 -0.1250 0.2663 0.4808
C 2.893449 -2.236846 -5.151755 0.0768 0.3430 0.5457
H -0.467181 5.314917 0.496264 0.3963 -0.3675 -0.0726
H -2.593783 -3.457138 -0.312796 0.0080 0.0051 -0.0077
H -2.224566 0.877780 -0.559051 -0.1362 0.2856 0.1733
H -0.963285 2.400071 -1.604296 0.3032 0.2560 0.3908
H -4.241307 0.245420 0.718244 0.1366 0.3320 0.0266
H 3.016158 3.317264 0.517423 -0.1073 -0.3983 0.1808
C 2.197013 -2.518502 -6.447523 -0.2239 -0.1346 -0.5476
C 1.085476 -1.867403 -6.802853 -0.1157 0.1780 0.0157
O -0.499811 -0.240924 -6.198506 0.0582 0.1988 0.3380
H 2.965508 -4.785429 5.040607 0.0364 -0.0521 0.0242
O 2.750176 -3.457090 -7.225112 0.1668 0.1279 0.4596
O 1.235119 3.914102 -1.126143 1.0640 -2.1114 -0.2609
C -4.056453 3.563775 1.499859 -0.5185 -0.2146 0.1956
H -1.111944 -5.028312 -4.879958 -0.0192 -0.0124 0.0053
C 0.169958 4.535776 0.952463 0.2906 0.5177 0.2883
C -0.995198 3.204695 -0.856126 -1.0550 0.0264 0.6351
H -3.138583 -7.082112 -2.790965 -0.0133 -0.0564 -0.0458
C -2.922144 3.927471 0.765390 0.0602 -0.1900 0.0006
C 1.229367 -0.550010 -4.641021 0.3939 0.1066 0.4724
O -1.093893 -1.761560 -1.659849 0.0640 -0.3059 -0.5541
O 2.418064 -3.280341 3.673509 0.0883 -0.2562 0.2069
O 0.988240 2.391142 -3.128339 -0.7791 2.2487 1.5461
C -2.215375 -5.509803 -3.130745 0.1673 -0.2467 -0.5429
H -1.141145 4.135723 -1.432368 0.2180 -0.2960 0.3425
C 0.330354 3.384836 -0.064089 0.0529 1.4978 -0.1372
O 0.110084 0.223181 5.775071 0.1865 -0.4278 0.6081
C 0.930553 -1.627014 7.085129 0.1722 -0.4322 0.3182
H -2.570111 4.962542 0.781916 -0.2429 -0.3637 -0.0200
H -0.126406 0.377417 6.710247 0.0040 0.0356 -0.0041
O 0.257604 -0.008782 1.667708 -0.3606 0.6114 0.1375
H 2.865337 -1.002475 -3.363136 -0.0324 0.0179 0.0072
H -0.872604 0.922628 3.845839 -0.1994 0.3420 -0.2743
O 1.193844 1.393523 -0.893204 0.4421 1.7045 -0.4975
O 3.129262 2.522518 -2.265083 0.3188 0.4447 2.2697
B 0.578916 1.341328 1.667522 -0.3933 -0.0322 -0.3448
H 1.922559 4.515423 2.219026 -0.0287 0.2930 -0.3337
O -0.378187 -2.638139 -4.090655 -0.2231 0.0286 0.2983
O 0.488898 -1.086007 8.082249 -0.1257 0.2543 -0.2066
C -1.453930 -4.722824 -3.900877 0.1223 0.2020 -0.0237
H 2.235942 5.331518 0.663096 -0.3851 -0.0058 0.1525
O 2.720496 -4.627950 5.972594 -0.1016 0.3356 -0.4275
C -0.735264 1.957191 3.518811 0.3033 0.5527 0.4124
C -1.500239 -2.970953 -2.065842 -0.1139 0.3278 0.5696
C 1.099142 2.125825 0.366378 1.0535 -0.6114 0.9386
C -4.554489 2.254820 1.493354 0.5405 -0.4150 -0.3497
H -0.666010 2.602263 4.409691 -0.0427 -0.3338 -0.3369
H 1.131850 -0.995709 3.669533 -0.0269 -0.0087 -0.0035
C 2.638015 2.314188 0.751897 -0.0753 0.1856 0.7951
H 1.711534 -3.403326 8.074305 0.0173 -0.0086 -0.0150
H -0.556847 -1.394813 -2.391613 0.0483 0.1228 0.1015
S 1.741466 2.567894 -1.922775 -0.9621 -0.5791 -3.7143
C 0.764588 -0.946452 5.760834 -0.0477 0.2552 -0.4868
H 3.537097 -3.768691 -6.738437 0.0020 -0.0179 -0.0213
H 3.254236 1.584259 0.204923 -0.5104 0.2330 0.0743
C 2.343050 -1.208009 -4.287647 0.2226 -0.0581 -0.1360
C 1.485655 5.176790 1.450867 0.1268 -0.3039 0.4937
H 1.312414 6.145639 1.950683 -0.1488 -0.3864 -0.3243
H 2.807468 2.090338 1.822012 -0.0568 0.4532 -0.3846
C -1.055606 -3.403703 -3.431819 -0.0292 -0.4013 -0.3064
O 3.893859 -2.877090 -4.873641 -0.0488 -0.1965 -0.3241
C -3.873333 1.273245 0.757511 -0.0082 0.6169 0.0917
C -2.230959 2.960686 0.016910 -0.2175 -0.7767 0.0660
C 0.517379 -0.850206 -5.925899 -0.0225 -0.2655 -0.5537
C -2.264256 -3.756508 -1.297901 -0.1064 -0.1727 0.0053
C 1.613107 -2.913991 7.115498 -0.1073 0.1775 0.0990


[2]
73
Properties=species:S:1:pos:R:3:forces:R:3 method="wB97M-V/def2-TZVPD" charge=+1 orbital_gap_ev="7.59 / 7.59" max_force_ev_per_a=0.781 homo_energy_ha="-0.39183 / -0.39183" lumo_energy_ev="-3.1 / -3.1" spin_multiplicity=1
C 4.196509 -1.592296 -1.762126 -0.0085 -0.0091 0.0023
H -4.996479 -0.451006 -0.158169 0.0062 -0.0002 0.0228
C -4.662356 1.854347 -2.533370 0.0107 0.0441 -0.0324
H -0.980702 -3.740007 -1.809636 -0.0048 -0.0081 0.0008
C -3.070554 2.194072 1.664952 0.0510 0.0587 0.0430
C 5.451044 -1.411536 3.723250 -0.0106 0.0051 -0.0158
C 2.022522 -3.718240 0.615519 0.0453 -0.0142 -0.0369
C -5.225167 -0.243467 -1.204822 0.0065 -0.0040 -0.0032
C -1.389924 -0.984576 3.081565 0.0057 0.0855 -0.0440
H -0.979290 -1.971297 3.290561 0.0193 -0.0045 -0.0829
H 1.690739 -5.825760 0.805017 -0.0038 -0.0032 0.0007
C -0.143749 -3.733219 -1.123842 0.0008 0.0084 0.0036
C 4.128449 -1.807895 3.890634 0.0161 -0.0012 -0.0104
S -0.388181 1.225574 -1.468298 0.0403 0.1252 0.0529
C 4.979792 -0.798899 1.445306 0.0188 -0.0057 -0.0213
C 3.656331 -1.195673 1.601924 -0.0009 0.0644 0.0013
H 0.191451 -1.628308 -1.332512 0.0148 0.0196 0.0169
H -1.924808 5.519205 0.224817 0.0022 -0.0001 0.0094
C 5.872877 -0.906273 2.504623 -0.0011 -0.0113 0.0103
H -6.259499 0.075378 -1.300631 0.0043 0.0009 0.0018
H 5.546556 -2.073324 -3.352380 0.0009 -0.0022 -0.0006
C -1.423758 3.505458 0.749646 0.0473 0.0379 0.1003
Rh -0.424712 0.664019 0.822601 0.6094 0.3385 0.3523
H -3.662926 4.833691 -3.230796 0.0050 0.0087 0.0004
C 3.965253 0.899166 -2.972955 0.0037 -0.0072 0.0018
C -2.276951 4.588037 0.643704 0.0570 -0.0003 -0.0075
C 3.238751 -1.693620 2.837587 -0.0224 -0.0002 0.0562
C -3.975190 3.941508 -3.774633 -0.0074 -0.0066 -0.0169
N -2.376724 2.563999 -2.633614 0.0584 -0.0708 -0.0175
H 3.797427 -2.209182 4.839365 -0.0022 0.0007 0.0032
O -3.360643 -1.797964 2.017974 -0.1525 -0.0665 0.0460
P 2.423930 -0.945659 0.298516 0.1373 0.1558 -0.1511
H -0.374322 0.779913 3.482457 0.0027 -0.0175 -0.0034
H -5.097661 -1.180243 -1.750389 -0.0103 -0.0003 -0.0158
H 2.878644 -3.728937 1.277345 -0.0169 0.0043 -0.0090
H 5.320831 -0.400580 0.498574 -0.0138 -0.0043 -0.0027
H 0.623819 -0.380138 2.911888 -0.0223 -0.0655 -0.0666
H -0.398837 3.570019 0.408986 -0.0144 0.0101 -0.0239
C 0.271294 -4.913324 -0.518876 0.0021 -0.0080 0.0045
H -5.006495 3.068485 1.943386 0.0130 -0.0028 0.0116
H 6.148990 -1.498526 4.545231 0.0023 0.0004 0.0017
H 2.593181 1.369574 -1.381511 0.0065 0.0061 0.0056
N -1.806705 2.323735 1.244920 -0.2329 -0.2774 -0.3911
H -5.034517 4.013637 -4.007771 -0.0011 -0.0079 -0.0014
C 1.598135 -2.530713 0.025510 -0.0206 0.0223 0.0309
N 1.385669 0.182971 0.660164 -0.5562 -0.5077 0.1063
N -0.314085 0.002373 2.834718 -0.1479 0.2097 -0.1332
C -3.657935 2.735090 -2.955977 -0.0546 -0.0059 -0.0148
H -0.248320 -5.839413 -0.726176 0.0021 -0.0033 -0.0054
C -2.376056 -1.113367 1.915371 0.2068 0.0734 -0.1409
H 5.346728 0.143829 -4.425403 0.0010 -0.0009 -0.0017
C -3.993770 3.218869 1.598106 -0.0039 0.0184 0.0159
C 4.791946 -0.069117 -3.521112 -0.0046 -0.0033 0.0055
C 0.515960 -2.546318 -0.856647 -0.0406 0.0145 0.0222
H -1.974934 -0.696022 3.953372 -0.0093 -0.0450 0.0354
H 3.872510 1.866532 -3.448298 -0.0018 0.0035 0.0009
H 6.899944 -0.593481 2.372429 0.0012 0.0020 0.0029
C 4.906911 -1.316982 -2.917531 -0.0032 0.0115 -0.0061
C 3.368866 -0.617826 -1.204498 -0.0040 -0.0201 -0.0073
C -3.586175 4.431413 1.063035 -0.0375 0.0106 0.0031
Br -4.806884 5.847955 0.899629 0.0074 -0.0132 -0.0029
C 3.250409 0.625432 -1.814073 0.0076 -0.0048 0.0082
H -5.695985 2.010906 -2.802966 0.0012 0.0116 0.0167
H -3.397376 3.913461 -4.698465 0.0012 0.0014 -0.0017
H 2.212449 -2.020491 2.974183 -0.0048 0.0113 -0.0149
H -3.358355 1.226613 2.049943 -0.0324 -0.0108 -0.0142
C -2.036010 1.520270 -1.889553 -0.0685 -0.1082 0.0586
N -2.990077 0.643161 -1.469404 0.0432 0.0062 0.1572
C 1.355992 -4.906455 0.343292 -0.0018 0.0100 -0.0004
O -2.102632 -0.410774 0.832565 0.0680 -0.1556 0.1344
C -4.298804 0.786712 -1.755079 0.0206 -0.0477 0.0422
H -2.706755 -0.086224 -0.794257 -0.0322 0.1439 -0.0959
H 4.280393 -2.568277 -1.296871 0.0016 0.0008 0.0039


[3]
78
Properties=species:S:1:pos:R:3:forces:R:3 method="wB97M-V/def2-TZVPD" charge=+1 orbital_gap_ev=9.22 max_force_ev_per_a=3.642 homo_energy_ha=-0.42833 lumo_energy_ev=-2.4 spin_multiplicity=1
H -3.015647 1.917309 3.144149 -0.0142 -0.0142 0.0591
C -2.271232 4.004516 0.890406 0.0300 -0.0002 -0.0331
H -1.799801 -1.440409 -7.770099 0.0141 0.0069 -0.0085
H -0.357448 -0.699576 2.731529 0.0143 -0.1351 -0.0863
H 4.141878 -1.988358 -2.030584 -0.0075 -0.0215 -0.0243
C -1.752520 -0.359816 -7.765870 -0.0213 0.0214 0.0004
C -1.110684 2.721218 -1.180261 -0.0658 0.1404 0.0259
C 2.308931 1.348336 -0.143297 0.3744 -0.0063 0.0420
C -0.854542 0.327012 -8.575282 -0.0299 -0.0489 0.0173
H -0.608097 2.212127 -1.990564 -0.0047 -0.0218 -0.0391
H 2.698570 -2.550176 -1.185974 0.0026 -0.0093 -0.0419
H 2.067808 1.180382 2.002978 -0.0136 0.0360 0.0389
C 2.014655 2.703732 -3.691086 0.0377 -0.0657 0.0294
C 2.125281 2.215665 -1.218816 -0.0474 0.0128 -0.0284
C -3.542688 -0.405089 -3.122868 -0.0997 -0.0373 -0.1718
O 0.125059 -2.008275 -0.276890 0.0869 -3.6392 -0.1116
F -0.895788 -5.120359 -1.593393 -0.0626 0.0672 0.0351
H -2.080395 4.125626 -2.473387 0.0067 -0.0450 -0.0104
S -3.750014 -0.400416 -5.834920 0.1497 0.0498 -0.1326
F -2.338373 -4.365233 0.770598 -0.0079 0.1259 -0.0588
H 2.697266 0.088368 -3.774664 -0.0743 -0.0286 -0.0015
C -1.933053 3.795158 -1.454834 0.0022 0.0179 0.0031
F 1.529759 -4.624379 -0.485815 -0.0188 0.0717 0.0721
C -1.035631 2.530761 2.488759 -0.2112 -0.0728 0.0231
N -0.865267 2.258249 0.054585 -0.2783 0.6785 0.1376
C -2.043479 0.229366 2.283429 -0.3193 0.3929 0.2958
C -2.553083 4.435079 -0.391983 0.0091 -0.0355 0.0099
C 2.545750 0.432484 -2.756158 -0.0233 0.0176 0.0547
H -1.687725 1.298493 4.126188 -0.0477 -0.0330 0.0129
C -1.404016 2.932154 1.085817 -0.0194 0.1313 -0.0069
F -1.232843 -3.047915 2.085067 -0.0766 -0.0445 -0.1563
H 1.722266 3.696766 -3.353015 0.0160 0.0141 -0.0319
C 3.054432 -1.898858 -1.981377 0.0156 0.0031 0.1475
F -2.459194 -2.214318 0.509911 0.1591 -0.0928 0.0833
C -2.513698 1.772244 -6.977632 0.1329 0.0192 -0.1016
C 2.421945 1.893396 1.255976 -0.0301 -0.0528 -0.0983
H -4.619654 -0.507781 -3.124849 -0.0011 0.0409 0.0922
C -2.581409 0.388147 -6.945932 -0.2334 -0.1607 0.2709
H 2.748673 -0.684315 0.421316 -0.1403 -0.0234 0.0270
H -1.493670 3.432819 -7.892699 -0.0097 -0.0140 0.0162
H -0.177728 -0.213374 -9.227720 -0.0243 -0.0130 0.0172
C 0.676007 -4.209879 0.458763 0.1759 0.1544 0.1210
C -1.627184 -3.245710 0.809213 0.0003 0.1436 0.1007
H -2.525634 0.427644 1.322566 -0.0499 -0.0966 0.0064
N -1.516644 -0.184161 -1.870985 -1.1393 -0.1366 -1.2419
H 1.927689 3.263948 -1.022642 -0.0167 0.0006 -0.0093
H -2.614049 -0.538018 2.805016 0.0507 -0.1398 -0.1614
F -2.087145 -3.332394 -1.858627 0.1897 -0.0221 0.0143
H 1.887459 2.836474 1.359864 -0.0403 -0.0168 0.0467
C -1.582714 2.353789 -7.829160 -0.0796 0.0011 0.0972
H 0.230416 -0.115354 -2.950662 0.0559 -0.0087 -0.1065
H 3.475147 2.085162 1.470556 -0.0169 0.0057 0.0532
N -0.761924 1.651245 -8.601873 0.0933 0.0541 -0.1139
C 2.537411 -0.003818 -0.399317 0.4918 0.1995 -0.0389
H -3.224614 5.266438 -0.560626 0.0142 0.0123 0.0069
F 0.156625 -5.287996 1.052477 0.0239 0.0888 -0.1258
Ca -0.179315 -0.133057 -0.083058 1.1373 3.3633 -0.3819
H -3.378876 -0.350385 -0.995171 -0.0158 -0.0111 0.0019
C -1.453349 -0.250844 -4.264174 -0.1273 0.0206 -0.0648
H -2.698729 4.506522 1.748518 0.0163 -0.0035 0.0057
C 2.229941 1.771899 -2.530609 0.0029 -0.0158 0.0075
C -0.396633 -3.236710 -0.150990 0.2216 -0.5470 0.0203
C -2.002973 1.510646 3.102484 0.2275 -0.0342 -0.2227
O -0.724600 -0.244601 1.964842 -0.4270 -0.1110 1.9627
C -2.845516 -0.341948 -4.329743 0.2155 0.0477 0.0993
F -0.022858 -3.355679 -2.498064 -0.1051 -0.1146 0.1080
H -1.022240 3.425003 3.111918 0.0490 -0.0118 0.0085
C -0.856250 -3.788334 -1.542914 0.0550 0.0626 -0.1492
C 2.680863 -0.470959 -1.709433 0.0613 -0.0591 -0.1531
H 1.237950 2.318243 -4.356529 -0.0079 0.0318 0.0052
H 2.643826 -2.247461 -2.927659 -0.0040 -0.0073 -0.0032
H -0.034805 2.107552 2.487061 0.0625 0.0643 0.0127
H -3.163233 2.375753 -6.358756 -0.0096 0.0136 -0.0179
H -0.854970 -0.246336 -5.162128 0.0700 0.0400 -0.0249
C -2.844683 -0.319567 -1.937475 -0.0521 0.0535 -0.0697
C -0.847627 -0.177227 -3.030107 -0.1580 -0.1177 0.0197
F 1.394189 -3.542931 1.383981 -0.1224 -0.1843 -0.1741
H 2.926189 2.791822 -4.283832 -0.0114 0.0482 -0.0072